The following is a DFT calculation (ωB97M-V/def2-TZVPD) of a 2-piece molecular cluster, C4H4O overall in a non-equilibrium geometry.

* 2S+1: 1
* relative energy (zero: lowest compared OMol25 entry of this formula, charge and spin): 109.1 kcal/mol
* structure (SMILES): C1=CC=1.C=O
* F_max: 4.56 eV/A
* HOMO: -9.29 eV

Geometry as XYZ:
```
9
Properties=species:S:1:pos:R:3:forces:R:3
C 0.737605 0.901731 0.291671 1.38 -1.06 -0.41
C 1.033659 -0.204037 -0.559296 1.36 1.48 1.35
C 2.072270 0.382413 0.076749 -2.44 0.45 -0.62
H 0.631304 -0.919963 -1.240142 -0.07 -0.32 -0.24
H 3.099125 0.621839 0.280420 0.20 -0.42 -0.02
C -1.869656 -0.228759 0.267329 -3.38 2.67 1.49
O -1.782691 -0.300815 -0.900591 -0.23 -0.35 -2.18
H -1.216891 -0.635288 0.937493 2.21 -1.63 1.86
H -2.704729 0.382876 0.846370 0.97 -0.82 -1.24
```
Forces are in eV/Å.

Charges per atom according to natural (NBO) partitioning, unit e:
1. C -0.11
2. C -0.18
3. C -0.19
4. H 0.25
5. H 0.24
6. C 0.33
7. O -0.52
8. H 0.10
9. H 0.08

=====

The following is a DFT calculation (ωB97M-V/def2-TZVPD) of an isolated ion of composition C2H3IN4 and charge +2 in a non-equilibrium geometry.

* 2S+1: 1
* relative energy (zero: lowest compared OMol25 entry of this formula, charge and spin): 47.8 kcal/mol
* charge: +2
* structure (SMILES): [NH2+]=C1NN1[N+]#CI
* F_max: 4.12 eV/A
* HOMO: -19.12 eV

Geometry as XYZ:
```
10
Properties=species:S:1:pos:R:3:forces:R:3
N 0.940068 1.716597 0.585671 0.58 -1.00 -0.69
C 0.072750 0.849996 0.229360 -1.05 0.53 -0.85
N -1.200520 0.401692 0.149704 3.32 -1.00 2.24
N -0.139921 -0.039878 -0.818691 -0.31 2.46 -0.95
N 0.180538 -1.291284 -0.678465 -0.22 -2.22 0.58
C -0.142629 -2.400194 -0.538399 0.49 -0.82 0.09
I -0.391320 -4.316990 -0.204136 -0.03 0.34 -0.18
H 1.878177 1.698767 0.112758 -0.91 0.06 0.75
H 0.746730 2.415488 1.292156 -0.05 0.30 0.21
H -1.943873 0.965807 -0.129958 -1.83 1.34 -1.20
```
Forces are in eV/Å.

Charges per atom according to natural (NBO) partitioning, unit e:
1. N -0.61
2. C 0.68
3. N -0.34
4. N -0.05
5. N -0.20
6. C 0.34
7. I 0.74
8. H 0.49
9. H 0.49
10. H 0.45

=====

Number 1: E_LUMO 0.88 eV. Number 2: E_LUMO -9.90 eV.